(1)
The following is a quantum chemistry calculation of C3H2IN in the gas phase, from the OMol25 dataset.

Last column: Löwdin charge in e.
CARTESIAN COORDINATES (ANGSTROEM)
I1 0.340 2.029 -2.207  0.7882
C1 0.120 0.621 -0.656  -0.6705
C2 0.650 -0.354 0.089  -0.1475
C3 -0.637 -0.605 0.815  -0.2309
N1 -1.380 0.302 0.324  0.0977
H1 1.717 -0.678 0.113  0.0966
H2 -0.811 -1.315 1.523  0.0663

Computed properties:
gap between HOMO and LUMO = 9.06 eV
HOMO = -9.04 eV
SMILES string = IC1=CC=N1
M = 178.960 g/mol
energy = -467.79967 a.u.
energy relative to the best compared isomer or geometry (same formula, charge and spin) = 69.2 kcal per mole
LUMO level = 0.03 eV

---

(2)
The following is a quantum chemistry calculation of a 2-piece molecular cluster, CH2BrF2P overall, from the OMol25 dataset.

Last column: Löwdin charge in e.
CARTESIAN COORDINATES (ANGSTROEM)
C1 -1.012 -1.050 0.875  -0.7797
F1 -1.610 -1.806 1.827  -0.0249
F2 -1.236 -1.656 -0.306  -0.0280
P1 -1.813 0.671 0.839  0.4722
Br1 -0.751 1.457 2.559  0.1895
H1 0.073 -1.043 1.067  0.0988
H2 0.090 1.269 -1.139  0.0721

Computed properties:
gap between HOMO and LUMO (alpha / beta) = 8.14 / 8.64 eV
HOMO (alpha / beta) = -9.05 / -10.34 eV
M = 162.901 g/mol
energy = -3154.27931 a.u.
energy relative to the best compared isomer or geometry (same formula, charge and spin) = 69.0 kcal per mole
LUMO level (alpha / beta) = -0.91 / -1.69 eV

---

(3)
The following is a quantum chemistry calculation of a 8-piece molecular cluster, C46H55N10O overall, from the OMol25 dataset.

Last column: Löwdin charge in e.
CARTESIAN COORDINATES (ANGSTROEM)
C1 -7.758 -0.944 -0.438  -0.1177
O1 -7.171 -0.144 -1.488  -0.2195
C2 -6.594 1.087 -0.981  -0.2177
C3 -5.276 1.462 -1.816  -0.1271
C4 -4.058 0.401 -1.603  -0.0875
N1 -3.970 0.230 -0.080  -0.1649
C5 -4.302 -1.073 0.374  0.0443
C6 -4.270 -1.314 1.931  0.0679
C7 -3.855 -0.082 2.818  0.0960
C8 -3.536 1.230 1.990  -0.1207
C9 -3.122 2.566 2.803  -0.1314
C10 -4.435 3.031 3.617  -0.1810
C11 -3.993 3.151 5.186  -0.2602
N2 -3.643 1.839 5.795  -0.0091
N3 -3.594 1.322 0.585  0.1510
H1 -6.989 -1.724 -0.071  0.0746
H2 -8.117 -0.345 0.462  0.0990
H3 -8.647 -1.551 -0.850  0.1096
H4 -7.307 1.989 -1.098  0.1406
H5 -6.425 0.963 0.141  0.1057
H6 -4.899 2.459 -1.370  0.0914
H7 -5.489 1.580 -2.934  0.1306
H8 -3.091 0.903 -1.978  0.1221
H9 -4.247 -0.603 -2.102  0.1353
H10 -4.621 -1.891 -0.362  0.1497
H11 -4.534 -2.333 2.372  0.1156
H12 -3.826 -0.130 3.952  0.0981
H13 -2.846 3.418 2.081  0.1238
H14 -2.226 2.303 3.453  0.0941
H15 -5.287 2.278 3.465  0.1059
H16 -4.824 4.037 3.206  0.1161
H17 -3.067 3.840 5.178  0.1230
H18 -4.856 3.646 5.740  0.1177
H19 -2.920 1.333 5.270  -0.0062
H20 -4.518 1.303 5.864  0.0738
N4 -5.236 4.904 -1.896  0.0421
C12 -4.763 5.952 -1.203  -0.1534
C13 -4.787 7.257 -1.666  -0.0699
C14 -5.328 7.498 -2.921  -0.0702
C15 -5.822 6.433 -3.660  -0.0658
C16 -5.755 5.165 -3.107  -0.1496
H21 -4.347 5.713 -0.229  0.0959
H22 -4.393 8.065 -1.062  0.1044
H23 -5.363 8.506 -3.319  0.1105
H24 -6.250 6.585 -4.643  0.1063
H25 -6.132 4.301 -3.644  0.0998
N5 -0.742 -0.059 -2.108  0.0506
C17 -0.698 0.185 -0.786  -0.1575
C18 0.471 0.430 -0.088  -0.0546
C19 1.668 0.418 -0.785  -0.0968
C20 1.655 0.166 -2.149  -0.0790
C21 0.433 -0.063 -2.762  -0.1428
H26 -1.659 0.182 -0.288  0.0578
H27 0.447 0.624 0.978  0.1005
H28 2.604 0.603 -0.272  0.0818
H29 2.574 0.148 -2.722  0.1130
H30 0.370 -0.262 -3.827  0.1074
N6 5.275 -3.261 -1.579  0.0475
C22 5.452 -4.405 -2.260  -0.1405
C23 4.451 -5.040 -2.978  -0.0742
C24 3.189 -4.465 -2.991  -0.0721
C25 2.977 -3.284 -2.294  -0.0768
C26 4.042 -2.724 -1.611  -0.1674
H31 6.455 -4.818 -2.216  0.1049
H32 4.653 -5.960 -3.510  0.0757
H33 2.378 -4.932 -3.539  0.1061
H34 2.005 -2.806 -2.279  0.0891
H35 3.926 -1.799 -1.054  0.0841
N7 3.585 2.769 -0.244  0.0479
C27 2.706 3.592 -0.839  -0.1481
C28 2.584 4.939 -0.538  -0.0684
C29 3.415 5.471 0.438  -0.0747
C30 4.331 4.643 1.070  -0.0686
C31 4.378 3.310 0.695  -0.1439
H36 2.076 3.129 -1.592  0.0981
H37 1.858 5.556 -1.052  0.1034
H38 3.349 6.521 0.702  0.1085
H39 4.995 5.025 1.836  0.1053
H40 5.080 2.624 1.158  0.1013
N8 4.543 -1.596 4.332  0.0261
C32 4.735 -0.902 3.199  -0.1644
C33 4.943 -1.486 1.963  -0.0666
C34 4.962 -2.871 1.885  -0.0659
C35 4.772 -3.617 3.039  -0.0598
C36 4.564 -2.937 4.230  -0.1476
H41 4.716 0.178 3.310  0.1033
H42 5.089 -0.875 1.080  0.0983
H43 5.124 -3.364 0.932  0.0837
H44 4.780 -4.700 3.015  0.1049
H45 4.404 -3.474 5.160  0.1064
N9 -1.135 -0.463 5.501  0.0456
C37 -0.374 0.580 5.132  -0.1703
C38 0.957 0.473 4.766  -0.0596
C39 1.545 -0.784 4.785  -0.0556
C40 0.784 -1.881 5.164  -0.0536
C41 -0.543 -1.670 5.509  -0.1479
H46 -0.876 1.544 5.137  0.0804
H47 1.521 1.350 4.475  0.1051
H48 2.586 -0.908 4.506  0.0624
H49 1.210 -2.876 5.191  0.1044
H50 -1.180 -2.495 5.809  0.1021
N10 6.348 -6.503 -5.175  0.0465
C42 6.767 -7.779 -5.171  -0.1469
C43 7.495 -8.355 -6.199  -0.0718
C44 7.808 -7.571 -7.300  -0.0759
C45 7.386 -6.249 -7.332  -0.0716
C46 6.666 -5.766 -6.252  -0.1452
H51 6.495 -8.352 -4.291  0.1036
H52 7.809 -9.389 -6.141  0.1036
H53 8.376 -7.985 -8.126  0.1079
H54 7.612 -5.609 -8.175  0.1033
H55 6.317 -4.739 -6.228  0.1045

Computed properties:
gap between HOMO and LUMO = 6.68 eV
HOMO = -10.95 eV
total charge = +1
M = 764.015 g/mol
energy = -2408.18678 a.u.
LUMO level = -4.27 eV

---

(4)
The following is a quantum chemistry calculation of C2H2F3NO in the gas phase, from the OMol25 dataset.

Last column: Löwdin charge in e.
CARTESIAN COORDINATES (ANGSTROEM)
H1 1.395 0.789 0.122  0.0383
N1 0.465 1.101 0.102  0.1414
C1 -0.524 0.346 0.113  -0.2734
O1 -1.771 0.936 -0.084  0.0426
C2 -2.905 0.023 -0.076  -0.6655
F1 -3.914 0.887 -0.038  0.1874
F2 -2.921 -0.813 -1.099  0.1964
F3 -2.800 -0.710 1.028  0.1578
H2 -0.658 -0.775 0.506  0.1751

Computed properties:
gap between HOMO and LUMO = 11.43 eV
HOMO = -10.53 eV
SMILES string = [H]/N=C/OC(F)(F)F
M = 113.038 g/mol
energy = -506.98636 a.u.
energy relative to the best compared isomer or geometry (same formula, charge and spin) = 29.9 kcal per mole
LUMO level = 0.90 eV

---

(5)
The following is a quantum chemistry calculation of a 7-piece molecular cluster, C3H17NO8S overall, from the OMol25 dataset.

Last column: Löwdin charge in e.
CARTESIAN COORDINATES (ANGSTROEM)
C1 -0.496 0.936 -0.068  -0.3035
C2 -1.556 0.273 0.808  -0.7191
S1 -2.300 1.482 1.965  0.2113
N1 -0.190 0.116 -1.253  0.0584
C3 1.091 -0.417 -1.452  -0.6996
O1 2.060 0.109 -0.815  -0.1023
O2 1.216 -1.358 -2.282  -0.0635
H1 -0.813 1.912 -0.431  0.0803
H2 0.422 1.157 0.464  0.0945
H3 -1.043 -0.435 1.448  -0.0031
H4 -2.282 -0.233 0.179  0.0317
H5 -0.898 -0.506 -1.617  0.0885
H6 -0.327 -2.272 -2.529  -0.0019
H7 -0.955 -1.690 -3.703  0.0227
O3 -1.189 -2.323 -3.013  -0.1226
H8 -3.726 1.722 -0.352  -0.0197
H9 -3.044 0.571 -0.958  -0.0257
O4 -3.694 1.244 -1.202  -0.1156
H10 0.276 -1.511 2.911  -0.0005
H11 -0.293 -2.148 1.616  0.0205
O5 -0.115 -2.314 2.548  -0.0721
H12 1.170 0.550 3.111  0.0257
H13 -0.282 0.805 3.627  -0.0391
O6 0.628 0.612 3.905  -0.1000
H14 3.271 -0.968 -0.410  -0.0068
H15 3.179 -1.600 0.923  0.0012
O7 3.845 -1.473 0.238  -0.1339
H16 2.235 1.830 -1.170  -0.0089
H17 1.469 3.134 -1.124  0.0120
O8 2.341 2.794 -1.364  -0.1089

Computed properties:
gap between HOMO and LUMO = 6.67 eV
HOMO = -1.22 eV
total charge = -2
M = 227.235 g/mol
energy = -1179.47308 a.u.
energy relative to the best compared isomer or geometry (same formula, charge and spin) = 0.0 kcal per mole
LUMO level = 5.44 eV

---

(6)
The following is a quantum chemistry calculation of C12H24MnN4OP2 as an isolated structure, from the OMol25 dataset.

Last column: Löwdin charge in e.
CARTESIAN COORDINATES (ANGSTROEM)
Mn1 0.085 -0.667 0.240  0.4055
P1 2.231 -1.157 -0.392  0.9207
P2 -1.251 -2.401 -0.377  0.9193
N1 0.776 1.111 0.485  -0.2067
N2 -1.664 0.298 0.433  -0.0913
H1 0.060 3.084 0.511  0.1291
H2 -2.129 1.929 1.753  0.1394
H3 0.048 2.273 2.115  0.1317
C1 -0.141 2.124 1.025  -0.1829
H4 -2.058 2.375 0.076  0.1407
C2 -1.594 1.702 0.819  -0.1670
H5 2.067 2.623 -0.395  0.1515
H6 -3.760 0.351 0.283  0.1535
C3 1.688 1.581 -0.509  -0.2882
C4 -2.854 -0.260 0.159  -0.1867
H7 3.543 0.742 0.227  0.1013
C5 2.851 0.553 -0.615  -0.3300
H8 3.390 0.609 -1.567  0.0739
H9 -1.292 -2.898 -1.745  0.0219
H10 -1.409 -3.577 0.405  -0.0093
H11 2.629 -1.840 -1.584  0.0114
H12 3.030 -1.703 0.646  -0.0287
O1 0.324 -0.672 -1.835  -0.2927
C6 0.173 0.198 -2.764  -0.4167
C7 1.309 0.594 -3.639  0.0219
C8 -1.146 0.794 -3.013  0.0305
H13 1.007 1.538 -1.312  0.0607
H14 2.320 0.774 -3.279  0.0915
H15 1.407 -0.245 -4.324  0.1224
H16 0.994 1.422 -4.259  0.0996
H17 -1.709 0.933 -2.065  0.0848
H18 -1.020 1.799 -3.482  0.1232
H19 -1.512 -0.016 -3.669  0.1387
C9 -2.852 -1.591 -0.252  -0.2274
H20 -3.798 -2.046 -0.480  0.0861
N3 -1.002 -1.172 2.939  0.0146
C10 -0.707 -1.240 4.248  -0.0353
C11 0.677 -1.152 4.383  -0.0103
C12 1.151 -1.042 3.082  -0.0894
N4 0.120 -1.035 2.190  -0.1177
H21 -1.928 -1.214 2.518  0.1475
H22 -1.483 -1.346 4.980  0.1335
H23 1.265 -1.168 5.295  0.1241
H24 2.165 -0.964 2.747  0.1014

Computed properties:
expectation value of S² = 8.84
gap between HOMO and LUMO (alpha / beta) = 7.64 / 5.24 eV
HOMO (alpha / beta) = -14.45 / -14.32 eV
total charge = +2
M = 357.237 g/mol
energy = -2598.91774 a.u.
multiplicity = 6
LUMO level (alpha / beta) = -6.81 / -9.08 eV

---

Q: Which of these has the highest energy?
A: C3H2IN